ORCA calculation (ωB97M-V with the def2-TZVPD basis set) on a structure of composition C28H33BBaClF4N8PSSi.

The geometry in XYZ format:
```
79
Properties=species:S:1:pos:R:3:forces:R:3
Ba 0.167 0.047 1.040 0.7362 -1.9364 -0.9796
N 0.183 1.661 3.162 -0.8296 0.9668 -1.2903
N 1.222 2.115 3.917 2.0001 0.5674 0.5156
C 1.020 2.432 5.227 -0.7735 0.0669 -0.8096
N 2.064 3.077 5.789 -0.4926 -0.4015 0.2331
S -0.506 2.050 5.870 1.0012 0.6666 0.6429
H -0.348 2.506 2.813 0.3032 -1.2420 0.7609
H -0.426 1.141 3.791 -0.3733 0.1200 0.1691
H 2.170 2.091 3.489 -1.1702 -0.1598 0.4527
H 2.894 3.238 5.255 0.2213 0.0697 -0.1531
H 1.973 3.545 6.666 -0.1371 -0.1904 0.2969
Cl 0.363 3.215 0.198 -0.4405 0.0599 -0.5637
C -0.441 3.814 -1.259 -0.9830 1.2764 -0.5009
C -0.785 5.169 -1.261 0.8306 0.3596 0.2917
C -1.312 5.766 -2.389 0.1301 0.0908 0.6456
C -1.650 5.061 -3.513 -0.6201 -1.1434 -1.0132
C -1.380 3.683 -3.557 0.2815 0.0032 2.1178
C -0.774 3.060 -2.392 -0.1146 0.5505 -1.1327
P -0.415 1.301 -2.287 1.0907 -0.4917 0.4871
C 1.430 1.248 -2.466 -0.3940 -0.3151 0.9168
C 2.265 2.344 -2.219 -0.4192 -0.8556 -0.9542
C 3.634 2.138 -2.081 -0.4213 1.1391 -0.0247
C 4.184 0.887 -2.133 -0.7294 -1.4501 -0.2770
C 3.352 -0.236 -2.398 -0.2010 1.3027 0.3159
C 1.967 -0.051 -2.519 0.8534 -0.5044 -0.0224
C -0.924 0.527 -3.812 -1.1781 -0.2341 -0.6374
C -0.154 0.409 -4.962 -1.2506 -0.5839 -0.6917
C -0.662 -0.266 -6.099 0.9484 0.1328 0.3032
C -1.868 -0.925 -6.040 -1.2228 0.0369 1.3479
C -2.707 -0.756 -4.891 0.4710 0.0267 -1.1924
C -2.233 -0.007 -3.822 -1.0935 -0.3255 0.0739
H -0.571 5.857 -0.437 0.0869 -0.6465 -0.0055
H -1.446 6.825 -2.349 -0.3159 0.4854 -0.0400
H -2.225 5.585 -4.296 0.6515 -0.5145 0.1893
H -1.699 3.018 -4.358 0.1992 0.3331 0.0250
H 1.820 3.330 -2.273 0.3105 0.0732 0.2579
H 4.241 3.027 -1.955 0.2166 -0.1692 0.1540
H 5.234 0.759 -1.948 0.2898 -0.1266 -0.1039
H 3.762 -1.228 -2.474 0.1296 -0.1321 0.0936
H 1.353 -0.967 -2.648 0.1697 0.8428 0.0428
H 0.830 0.805 -5.015 0.6899 0.4050 0.0778
H -0.038 -0.289 -7.003 -0.3187 -0.1816 0.4557
H -2.231 -1.607 -6.797 0.1744 0.2989 -0.3568
H -3.740 -1.174 -4.932 1.0544 0.3229 0.3303
H -2.973 0.138 -3.002 1.0576 -0.0005 -0.3080
C -1.682 -4.813 -0.420 0.5077 0.1841 -1.3270
Si -0.792 -3.773 0.844 1.8569 2.4452 -2.7011
C -1.831 -3.138 2.191 -1.0565 0.4472 1.8327
C 0.743 -4.542 1.594 0.2899 -0.0779 0.4899
C 0.598 -5.210 2.824 0.5434 0.0122 0.3190
C 1.713 -5.427 3.643 0.6693 0.5349 -0.4240
C 2.991 -4.898 3.259 -1.7801 -0.4664 0.6361
C 3.124 -4.191 2.074 -0.4344 -0.1006 -1.3039
C 2.027 -4.091 1.195 -0.6397 -0.3273 0.2002
H -1.963 -5.750 0.018 -0.4716 -0.8808 -0.0663
H -0.957 -5.002 -1.311 -1.4487 0.3619 1.4772
H -2.580 -4.227 -0.744 0.7398 -0.6737 0.0075
H -1.993 -3.810 3.037 -0.4049 -0.2315 0.1734
H -2.801 -2.762 1.812 0.4741 -0.3036 0.2010
H -1.327 -2.264 2.665 -0.3068 -0.4335 -0.3028
H -0.407 -5.516 3.182 0.7535 0.1480 -0.2950
H 1.576 -5.928 4.613 0.2761 0.1959 -0.5032
H 3.795 -5.035 3.960 0.3546 0.1412 -0.0024
H 4.036 -3.690 1.739 0.0045 -0.3893 0.4490
H 2.089 -3.643 0.170 0.1917 -0.0823 1.2398
F 4.087 -0.695 1.550 -0.3853 0.2050 0.5479
B 3.223 -0.049 2.417 -1.2569 -1.1284 -1.5605
F 3.820 0.538 3.472 0.0167 0.3190 0.5532
F 2.491 0.986 1.599 0.6953 0.0777 0.3336
F 2.080 -0.928 2.775 1.0684 0.8647 -0.1408
N -5.340 -0.849 1.739 0.2443 -0.1781 0.1397
N -4.244 0.036 1.613 0.2049 1.8787 -0.5257
N -4.428 1.398 1.336 0.2056 -2.1548 0.8650
C -3.195 1.846 1.493 0.2856 0.0180 -0.1848
N -2.296 0.862 1.769 -1.5341 0.8867 0.3237
N -2.987 -0.246 1.874 -1.3698 -0.6521 -0.3996
H -6.166 -0.591 1.165 1.3893 -0.0280 0.3579
H -5.111 -1.871 1.768 0.2514 1.6785 -0.3218
H -2.909 2.911 1.449 -0.3527 -0.8828 -0.2283
```
Forces are in eV/Å.

Summary:
multiplicity = 1
energy relative to the best compared isomer or geometry (same formula, charge and spin) = 0.848 eV
Kohn-Sham gap = 4.250 eV

=====

ORCA calculation (ωB97M-V with the def2-TZVPD basis set) on a structure of composition C28H33BBrN10O2RuS.

The geometry in XYZ format:
```
77
Properties=species:S:1:pos:R:3:forces:R:3
Ru 0.147 0.207 -0.271 1.6714 1.0072 -0.0580
S 3.791 2.967 -1.331 0.4038 0.3288 -0.0035
C 3.112 2.203 -2.695 -0.2198 -0.1790 0.0294
C 2.060 1.419 -2.352 0.1696 -0.0501 -0.2051
C 1.709 1.402 -0.947 -1.0975 -0.9677 0.0703
C 2.635 2.198 -0.271 0.5446 0.7507 1.6150
C 2.857 2.398 1.149 -1.4584 -0.8850 -1.4690
C 4.060 2.747 1.727 1.1193 0.2602 1.3687
C 4.281 2.667 3.100 -0.2112 -0.0308 -1.1656
C 3.267 2.100 3.916 -0.0873 -0.1203 0.1614
C 2.070 1.777 3.385 -0.0891 0.2153 -0.5943
N 1.810 2.045 2.025 0.9582 0.1655 0.4501
H 3.525 2.372 -3.680 -0.0659 -0.0113 0.0708
H 1.521 0.870 -3.107 -0.0370 -0.0324 -0.0131
H 4.879 3.014 1.070 -0.0389 0.0744 0.0546
H 5.237 2.941 3.523 -0.0161 -0.0345 -0.0531
H 3.445 1.890 4.963 -0.0190 0.0331 -0.0541
H 1.251 1.334 3.934 -0.0222 0.0503 -0.0278
B 1.678 -2.679 -1.642 -0.1063 0.0267 -0.1187
N 1.021 -1.618 -2.565 -0.2224 0.1462 0.1234
C 0.961 -1.733 -3.895 0.0202 -0.1273 -0.2469
C -0.063 -0.935 -4.370 0.0643 -0.0815 -0.2393
C -0.591 -0.347 -3.228 0.0906 -0.2180 0.2602
N 0.070 -0.759 -2.136 -0.3022 -0.4861 -1.1223
N 2.265 -2.036 -0.364 0.1162 0.0167 -0.0413
C 3.324 -2.520 0.301 -0.0560 -0.0242 -0.0896
C 3.408 -1.889 1.526 0.0412 0.0129 0.1039
C 2.332 -1.005 1.522 0.0914 -0.0514 0.0411
N 1.648 -1.100 0.382 0.0725 0.0274 0.2529
H 0.812 -3.477 -1.337 0.0161 -0.0253 0.0178
H 2.570 -3.209 -2.254 0.0184 -0.0028 0.0361
H 1.622 -2.416 -4.405 -0.0027 0.0789 0.0107
H -0.386 -0.809 -5.391 0.0422 0.0038 0.0505
H -1.423 0.329 -3.150 0.0048 0.1122 -0.0005
H 3.933 -3.290 -0.146 -0.0352 0.0523 0.0189
H 4.143 -2.035 2.300 -0.0468 0.0064 -0.0507
H 2.029 -0.310 2.282 -0.0326 -0.0598 -0.0117
Br -1.028 4.825 -3.695 0.0165 0.0453 -0.0010
C -1.719 3.423 -2.644 0.2688 -0.1381 0.0671
C -3.059 3.103 -2.687 -0.2339 0.1915 -0.1895
C -3.497 2.081 -1.864 -0.0383 -0.1672 0.1477
C -2.580 1.415 -1.073 -0.2307 0.0823 -0.0432
N -1.268 1.684 -1.079 0.1138 -0.2220 0.5313
C -0.852 2.699 -1.841 0.0587 0.3092 -0.2225
H -3.740 3.643 -3.332 0.0234 -0.0193 0.0242
H -4.541 1.797 -1.837 0.0406 0.0124 0.0320
H -2.891 0.641 -0.396 -0.0782 -0.0534 -0.0455
H 0.201 2.930 -1.805 0.0142 0.0367 -0.0390
C -1.108 3.927 1.293 -0.0020 -0.0444 0.0093
O 0.244 3.448 1.195 0.1746 0.1822 0.2371
C 0.482 2.234 1.678 -1.1594 -0.8992 -0.8377
O -0.372 1.388 1.897 -0.2682 0.7394 1.0652
H -1.040 4.999 1.140 0.0278 0.0185 -0.0175
H -1.509 3.709 2.281 0.0124 -0.0104 0.0046
H -1.748 3.483 0.539 -0.0025 -0.0976 -0.0465
C -0.641 -2.603 1.197 -0.0630 -0.0807 0.0502
N -1.523 -3.650 1.704 0.0104 0.0305 -0.0120
C -2.408 -3.075 2.715 0.0045 0.0373 -0.0871
N -3.206 -1.973 2.167 0.0030 -0.0073 -0.0222
C -2.290 -0.956 1.660 -0.0638 -0.0306 0.0158
N -1.398 -1.466 0.588 0.0010 0.1232 0.1442
C -2.237 -2.047 -0.492 -0.0425 -0.0899 0.0511
N -3.148 -3.076 -0.001 0.0244 0.0226 0.0389
C -2.343 -4.147 0.598 -0.0032 0.0744 0.0159
C -3.992 -2.494 1.044 0.0652 -0.0057 0.0087
H 0.016 -3.024 0.441 -0.0263 -0.0087 -0.0089
H -0.036 -2.212 2.014 -0.0213 0.0076 0.0164
H -1.807 -2.699 3.546 0.0035 0.0064 -0.0105
H -3.079 -3.849 3.090 -0.0075 -0.0088 -0.0084
H -1.666 -0.587 2.472 0.0342 0.0037 0.0022
H -2.878 -0.118 1.289 0.0106 0.0058 -0.0059
H -1.574 -2.477 -1.240 0.0412 -0.0021 -0.0223
H -2.818 -1.254 -0.961 -0.0041 -0.0335 -0.0256
H -1.690 -4.570 -0.168 0.0032 0.0115 0.0024
H -3.008 -4.929 0.968 -0.0052 0.0058 0.0044
H -4.677 -3.258 1.416 0.0034 -0.0035 0.0001
H -4.581 -1.679 0.613 0.0161 -0.0057 0.0055
```
Forces are in eV/Å.

Summary:
multiplicity = 2
energy relative to the best compared isomer or geometry (same formula, charge and spin) = 1.481 eV
<S²> = 1.1160
Kohn-Sham gap (spin up / spin down) = 3.610 / 4.594 eV

=====

ORCA calculation (ωB97M-V with the def2-TZVPD basis set) on a structure of composition C28H33BrGaN5OS2.

The geometry in XYZ format:
```
71
Properties=species:S:1:pos:R:3:forces:R:3
Ga 1.115 0.408 -0.114 -0.6096 -0.7864 0.7790
C -2.982 2.056 2.059 -0.1264 -0.1060 0.0574
C -2.176 0.779 1.979 -0.3478 -0.0790 -0.0755
N -1.171 0.714 2.763 0.6892 -0.1589 -0.0787
N -0.562 -0.456 3.111 -0.6555 0.1835 -0.1612
C 0.487 -1.017 2.746 0.5611 -0.5261 -0.1686
S 1.760 -1.060 1.538 0.5403 1.7877 -0.8909
S 1.197 -2.427 3.595 -0.5025 -0.2248 1.0378
C -0.049 -3.678 3.159 0.1604 0.0846 -0.1912
C 0.150 -4.217 1.766 -0.2111 -0.1718 0.1236
C 1.335 -4.859 1.404 0.0098 -0.0122 -0.0221
C 1.464 -5.438 0.151 -0.0269 0.0268 -0.0131
C 0.407 -5.380 -0.757 0.0783 0.0432 0.0099
C -0.763 -4.722 -0.410 0.0119 0.0768 -0.0011
C -0.889 -4.138 0.848 -0.0073 -0.0011 -0.1049
C -2.672 -0.247 1.012 -0.0230 -0.1158 0.4102
C -3.960 -0.777 1.091 -0.0333 0.1258 0.0060
C -4.420 -1.670 0.136 0.0671 0.0036 -0.0301
C -3.590 -2.026 -0.923 -0.0227 0.0261 -0.0168
C -2.310 -1.503 -1.024 -0.0560 0.0692 -0.0323
C -1.847 -0.624 -0.053 0.2141 0.1067 0.2774
O -0.582 -0.160 -0.054 0.0907 0.4637 -0.9710
H -2.416 2.842 2.567 -0.0538 -0.0816 0.0011
H -3.884 1.869 2.653 0.0809 -0.0077 -0.0305
H -3.328 2.380 1.075 -0.0155 0.0068 0.0580
H -1.020 -3.203 3.283 -0.0635 -0.0964 0.0219
H 0.058 -4.447 3.923 0.0011 -0.0714 -0.0425
H 2.157 -4.917 2.113 -0.0883 -0.0123 -0.0534
H 2.380 -5.958 -0.111 -0.0870 0.0420 0.0278
H 0.495 -5.862 -1.724 -0.0068 0.0146 0.0600
H -1.591 -4.677 -1.110 0.0394 -0.0134 0.0484
H -1.813 -3.635 1.120 0.0408 -0.0482 -0.0028
H -4.608 -0.482 1.911 0.0587 -0.0495 -0.0572
H -5.422 -2.073 0.207 0.0601 -0.0069 0.0066
H -3.946 -2.717 -1.680 0.0246 0.0514 0.0544
H -1.656 -1.773 -1.845 -0.0423 -0.0322 0.0388
C 2.189 -3.118 -4.093 0.0362 0.0990 0.1039
C 2.660 -1.929 -3.294 0.0146 -0.1990 -0.2674
C 3.982 -1.493 -3.306 0.2047 0.0284 0.0302
C 4.395 -0.404 -2.544 0.0303 -0.1549 -0.0568
C 3.448 0.221 -1.772 -0.2070 0.3692 -0.0583
Br 3.869 1.753 -0.713 0.0194 -0.5191 -0.2297
N 2.167 -0.164 -1.758 -0.1069 0.0273 0.1052
C 1.781 -1.225 -2.500 -0.1223 0.2844 0.2683
H 2.893 -3.359 -4.887 -0.0101 0.0223 0.0004
H 1.212 -2.932 -4.540 0.0584 0.0171 0.0199
H 2.096 -3.994 -3.448 0.0185 0.0371 0.0181
H 4.709 -2.013 -3.920 -0.0221 0.0394 0.0283
H 5.420 -0.060 -2.545 -0.0230 -0.0220 -0.0283
H 0.734 -1.503 -2.436 0.0478 0.0703 0.0991
C 0.588 4.886 1.702 -0.0128 -0.0558 -0.1514
C 1.009 3.463 1.264 -0.1307 0.0596 -0.1012
N 0.516 3.172 -0.097 0.2715 -0.4482 0.0262
C 1.089 4.124 -1.064 -0.0842 0.0099 0.1836
C 0.732 5.580 -0.666 -0.0688 -0.1697 0.0993
N -0.160 5.512 0.550 0.0597 -0.2502 -0.0838
C -1.401 4.708 0.238 0.1976 -0.0163 0.0050
C -0.949 3.274 -0.119 0.1539 0.0630 -0.1242
H 1.439 5.522 1.931 0.0048 0.0619 -0.0429
H -0.076 4.878 2.562 -0.0917 -0.0040 0.0142
H 0.599 2.720 1.948 -0.0533 -0.0174 0.0226
H 2.092 3.364 1.272 0.0457 0.0241 -0.0135
H 0.694 3.894 -2.051 -0.0195 -0.0237 -0.0348
H 2.166 3.996 -1.095 0.0303 0.0172 -0.0011
H 0.192 6.107 -1.447 -0.0683 0.0126 -0.0044
H 1.608 6.164 -0.398 0.0188 0.0295 0.0686
H -0.436 6.456 0.808 -0.0197 0.0854 0.0308
H -1.915 5.202 -0.582 0.0235 0.0688 -0.0478
H -2.044 4.736 1.114 0.0234 0.0136 0.0686
H -1.306 2.997 -1.108 -0.0106 -0.0166 -0.0441
H -1.340 2.559 0.590 0.0430 -0.0545 0.0233
```
Forces are in eV/Å.

Summary:
multiplicity = 1
energy relative to the best compared isomer or geometry (same formula, charge and spin) = 3.192 eV
charge = +2
Kohn-Sham gap = 6.431 eV